No. 1
{"formula": "C20H46ClN9O5PS", "method": "wB97M-V/def2-TZVPD", "species": ["C", "C", "O", "C", "C", "C", "C", "C", "C", "Cl", "N", "P", "S", "C", "N", "C", "C", "N", "N", "C", "C", "N", "N", "N", "C", "O", "C", "C", "O", "C", "C", "C", "O", "H", "H", "H", "H", "H", "H", "H", "H", "H", "H", "H", "H", "H", "H", "H", "H", "H", "H", "H", "H", "H", "H", "H", "H", "H", "H", "H", "H", "H", "H", "H", "H", "H", "H", "H", "H", "H", "H", "H", "H", "H", "H", "C", "O", "N", "N", "H", "H", "H", "H"], "xyz": [[-4.34, -2.85, -3.51], [-2.83, -2.80, -3.73], [-2.16, -2.78, -2.48], [-0.91, -2.10, -2.52], [-0.37, -2.01, -1.10], [0.35, -0.69, -0.65], [1.58, -1.16, 0.15], [2.70, -0.23, 0.64], [3.69, 0.27, -0.41], [2.19, 1.11, 1.70], [0.61, 0.29, -1.73], [1.60, -0.07, -3.09], [2.31, -1.85, -3.31], [0.59, 1.55, -1.11], [1.36, 2.54, -1.48], [1.54, 3.84, -0.86], [1.74, 4.92, -1.91], [1.48, 6.14, -1.74], [-0.23, 1.56, -0.09], [-1.14, 2.62, 0.30], [-1.86, 3.44, -0.78], [-2.06, 2.72, -2.03], [-1.13, 4.72, -1.02], [-3.21, 3.68, -0.23], [-0.72, 0.14, 0.17], [-1.95, 0.10, -0.47], [-3.11, -0.28, 0.29], [-4.35, 0.09, -0.52], [-0.75, 0.06, 1.52], [-0.93, -1.20, 2.19], [-0.23, -1.18, 3.55], [1.06, -1.98, 3.61], [-0.07, 0.17, 3.95], [-4.81, -3.48, -4.27], [-4.54, -3.24, -2.52], [-4.76, -1.86, -3.57], [-2.52, -3.67, -4.30], [-2.58, -1.91, -4.31], [-0.24, -2.71, -3.13], [-1.06, -1.12, -2.99], [0.32, -2.83, -0.97], [-1.22, -2.22, -0.45], [1.23, -1.73, 1.00], [2.10, -1.87, -0.48], [3.29, -0.87, 1.29], [3.77, -0.44, -1.23], [3.48, 1.28, -0.74], [4.68, 0.31, 0.05], [2.63, 0.88, -3.11], [0.79, 0.31, -4.16], [1.96, 2.37, -2.27], [2.45, 3.80, -0.26], [0.71, 4.13, -0.23], [2.14, 4.61, -2.88], [1.09, 6.32, -0.81], [-0.63, 3.33, 0.95], [-1.89, 2.18, 0.94], [-2.83, 3.14, -2.53], [-1.23, 2.73, -2.61], [-1.16, 4.92, -2.01], [-1.62, 5.49, -0.59], [-3.09, 4.16, 0.66], [-3.68, 4.35, -0.82], [-3.11, -1.35, 0.49], [-3.13, 0.23, 1.24], [-4.07, 0.33, -1.53], [-4.86, 0.93, -0.06], [-5.02, -0.76, -0.54], [-2.00, -1.33, 2.38], [-0.61, -2.05, 1.61], [-0.94, -1.64, 4.26], [1.89, -1.35, 3.29], [1.27, -2.35, 4.60], [1.02, -2.83, 2.93], [0.11, 0.17, 4.90], [4.03, -4.18, 4.81], [2.84, -4.27, 4.53], [4.73, -5.23, 5.33], [4.74, -3.02, 4.64], [5.70, -5.18, 5.57], [4.24, -6.09, 5.47], [4.25, -2.23, 4.27], [5.71, -2.93, 4.87]], "mulliken_charge": [-1.1299, -0.2747, -0.2803, -1.4369, -1.1905, 2.1274, -1.6999, -0.2297, -1.2535, -0.1668, 0.2055, -0.0505, -0.2396, -1.2493, 0.8025, 0.0348, -0.3699, -0.6424, 0.9107, -2.5922, 1.3173, -0.4704, -0.3414, -0.6945, -0.7930, -0.2037, -0.1588, -1.3439, -0.1947, -0.5053, 0.1095, -1.3355, -0.5652, 0.3708, 0.2545, 0.2723, 0.3796, 0.3195, 0.4356, 0.5143, 0.9443, 0.1822, 0.2387, 0.6974, 0.7471, 0.2902, 0.1584, 0.4629, 0.1346, 0.1606, 0.1057, 0.4236, -0.0057, 0.4015, 0.2908, 0.6430, 0.5040, 0.3305, 0.2028, 0.2623, 0.2404, 0.3053, 0.3417, 0.3292, 0.4297, 0.1783, 0.3163, 0.3843, 0.5241, 0.2836, 0.5213, 0.0638, 0.5913, 0.2685, 0.3852, 0.6422, -0.5946, -0.4347, -0.3265, 0.1490, 0.2217, 0.1891, 0.1737], "homo_energy_ev": -11.68, "gap_ev": 9.45, "multiplicity": 1, "total_charge": 1}


No. 2
{"formula": "C20H46P4SY", "method": "wB97M-V/def2-TZVPD", "species": ["Y", "P", "P", "P", "H", "C", "C", "H", "C", "C", "C", "C", "C", "C", "C", "C", "C", "H", "H", "H", "H", "H", "H", "H", "H", "H", "H", "H", "H", "H", "H", "H", "H", "H", "H", "H", "H", "H", "H", "H", "H", "H", "H", "H", "H", "H", "C", "C", "C", "C", "C", "C", "S", "H", "H", "H", "H", "H", "H", "C", "P", "C", "C", "H", "H", "H", "H", "H", "H", "H", "H", "H"], "xyz": [[0.39, 0.58, -1.44], [-1.53, 2.17, -0.45], [-1.92, -1.51, 0.62], [2.51, 2.28, -1.85], [-0.70, -4.90, -1.63], [0.22, -4.39, -1.98], [1.12, -3.78, -1.19], [1.10, -3.65, -0.10], [-2.75, 2.37, -1.79], [-2.54, 2.04, 1.07], [-0.73, 3.82, -0.30], [-1.70, -3.30, 0.99], [-2.62, -1.16, 2.31], [-3.50, -1.56, -0.33], [4.09, 1.47, -2.32], [3.14, 3.59, -0.73], [2.12, 3.21, -3.38], [0.31, -4.31, -3.08], [1.92, -3.24, -1.72], [-3.38, 3.23, -1.56], [-3.35, 1.46, -1.87], [-2.23, 2.52, -2.75], [-3.10, 2.96, 1.26], [-1.88, 1.84, 1.93], [-3.24, 1.20, 0.97], [-1.49, 4.57, -0.06], [-0.22, 4.09, -1.24], [0.03, 3.81, 0.49], [-2.70, -3.74, 1.05], [-1.18, -3.39, 1.96], [-1.09, -3.79, 0.22], [-3.66, -1.50, 2.33], [-2.56, -0.09, 2.55], [-2.03, -1.71, 3.06], [-4.16, -2.31, 0.13], [-3.28, -1.85, -1.37], [-3.96, -0.57, -0.35], [4.47, 1.92, -3.24], [3.92, 0.40, -2.52], [4.84, 1.59, -1.53], [3.85, 4.23, -1.24], [3.64, 3.13, 0.13], [2.31, 4.22, -0.38], [2.97, 3.14, -4.06], [1.92, 4.27, -3.14], [1.25, 2.80, -3.90], [0.89, -1.39, -5.03], [0.40, -0.63, -6.11], [0.98, -0.81, -7.36], [1.92, -1.82, -7.57], [2.25, -2.70, -6.54], [1.74, -2.51, -5.25], [0.62, -0.89, -3.39], [-0.69, -0.31, -2.93], [-0.28, 0.20, -5.90], [0.66, -0.18, -8.20], [2.40, -1.90, -8.55], [2.93, -3.52, -6.75], [2.04, -3.14, -4.42], [0.66, -0.67, 2.52], [1.29, 0.23, 1.07], [1.43, 1.88, 1.86], [3.01, -0.36, 1.02], [-0.24, -0.19, 2.90], [1.45, -0.61, 3.28], [0.46, -1.72, 2.27], [2.04, 1.74, 2.76], [1.92, 2.60, 1.20], [0.45, 2.27, 2.13], [3.49, -0.02, 1.95], [3.01, -1.45, 0.98], [3.55, 0.02, 0.15]], "mulliken_charge": [-0.9048, 0.9762, 0.9476, 1.4465, 0.3160, -0.6143, -0.3791, 0.3839, -1.1627, -1.2246, -1.1710, -1.0667, -1.5103, -1.4222, -1.4743, -1.6291, -1.2405, 0.1619, 0.2825, 0.4522, 0.3341, 0.4050, 0.5773, 0.2882, 0.2876, 0.5497, 0.3435, 0.2463, 0.4646, 0.4355, -0.1725, 0.4501, 0.3125, 0.5523, 0.5058, 0.3918, 0.3519, 0.4822, 0.3617, 0.4178, 0.4863, 0.4612, 0.3970, 0.4663, 0.4090, 0.3227, 1.0280, -0.6719, -0.5612, -0.4166, -0.6301, -0.4462, 0.3904, 0.1919, 0.3841, 0.4130, 0.4252, 0.4152, 0.2860, -1.3791, 1.3513, -1.1402, -1.1699, 0.3314, 0.6180, 0.2859, 0.5363, 0.0063, 0.3473, 0.4518, 0.4229, 0.2357], "homo_energy_ev": -17.06, "de_lowest_ev": 0.000, "gap_ev": 6.66, "multiplicity": 1, "total_charge": 3}


No. 3
{"formula": "C20H47As2N2O4PrSSi2Te2", "method": "wB97M-V/def2-TZVPD", "species": ["Pr", "O", "S", "O", "O", "O", "C", "As", "C", "C", "C", "C", "C", "C", "C", "As", "C", "C", "H", "H", "H", "H", "H", "H", "H", "H", "H", "H", "H", "H", "H", "H", "H", "H", "C", "Si", "C", "C", "C", "Te", "C", "Si", "C", "C", "C", "H", "H", "H", "H", "H", "H", "H", "H", "H", "H", "H", "H", "H", "H", "H", "H", "H", "H", "H", "H", "H", "H", "N", "C", "C", "N", "H", "H", "H", "H", "H", "H", "H", "H", "H", "Te"], "xyz": [[-0.50, -0.16, 1.78], [-4.21, 0.15, 0.36], [-3.06, 1.19, 0.84], [-2.71, 0.78, 2.24], [-3.60, 2.59, 0.86], [-1.97, 0.91, -0.08], [-2.97, -3.80, 3.26], [-2.24, -2.07, 3.74], [-3.83, -1.27, 4.66], [-1.23, -2.39, 5.36], [-1.95, -3.06, 6.35], [-1.29, -3.36, 7.58], [0.01, -2.88, 7.79], [0.75, -2.38, 6.70], [0.19, -2.20, 5.48], [1.33, -1.62, 3.98], [2.50, -0.35, 4.97], [2.23, -3.26, 3.80], [-2.23, -4.60, 3.50], [-3.21, -3.86, 2.24], [-3.91, -4.02, 3.76], [-4.25, -2.07, 5.30], [-4.61, -0.81, 4.04], [-3.54, -0.51, 5.39], [-3.01, -3.20, 6.26], [-1.81, -3.86, 8.39], [0.52, -3.00, 8.75], [1.78, -2.04, 6.74], [3.23, -0.93, 5.54], [1.97, 0.33, 5.61], [3.14, 0.17, 4.25], [2.48, -3.76, 4.75], [3.04, -2.99, 3.14], [1.51, -3.80, 3.19], [-0.46, -1.52, -5.21], [-2.06, -0.88, -4.47], [-2.52, -1.58, -2.74], [-3.43, -1.67, -5.52], [-2.15, 0.95, -4.45], [-0.26, 1.79, -3.82], [0.77, 2.00, -5.65], [2.41, 2.91, -5.47], [2.93, 3.72, -7.08], [3.58, 1.67, -4.82], [2.35, 4.29, -4.16], [-0.64, -2.61, -5.23], [0.52, -1.35, -4.69], [-0.39, -1.08, -6.23], [-2.11, -2.58, -2.60], [-3.62, -1.46, -2.56], [-2.01, -0.97, -1.97], [-3.34, -2.76, -5.50], [-3.44, -1.47, -6.62], [-4.48, -1.55, -5.27], [-2.84, 1.21, -3.66], [-2.42, 1.60, -5.30], [0.19, 2.66, -6.32], [0.98, 1.06, -6.25], [3.27, 3.10, -7.90], [3.78, 4.34, -6.79], [2.21, 4.42, -7.40], [3.91, 0.94, -5.58], [3.15, 1.14, -4.01], [4.47, 2.19, -4.43], [1.69, 5.06, -4.53], [3.32, 4.61, -3.90], [1.90, 3.96, -3.21], [4.31, 2.91, 0.77], [3.10, 2.49, 1.39], [1.90, 2.50, 0.45], [0.73, 2.08, 1.30], [4.47, 2.59, -0.13], [-5.10, 0.44, 0.78], [4.56, 3.88, 1.01], [2.94, 3.07, 2.35], [3.20, 1.48, 1.79], [1.99, 1.74, -0.29], [1.87, 3.50, -0.11], [-0.13, 2.65, 1.05], [0.89, 2.37, 2.26], [1.52, -1.76, 0.19]], "mulliken_charge": [0.4847, -0.4705, 1.2505, -0.5447, -0.6411, -0.5770, -1.1452, 0.7671, -1.2884, 0.2203, -0.5177, -0.6516, -0.7408, -0.1676, -0.2006, 0.8244, -1.3485, -1.1554, 0.3292, 0.4436, 0.4121, 0.4380, 0.3316, 0.4180, 0.1957, 0.3785, 0.3554, 0.3204, 0.4366, 0.4149, 0.3209, 0.4371, 0.4486, 0.3112, -0.9712, 0.3135, -0.6085, -1.1580, -1.0096, 0.1874, -0.7824, 0.1599, -1.0880, -0.9689, -0.8348, 0.3160, 0.3594, 0.2567, 0.3753, 0.2669, -0.1012, 0.3081, 0.3284, 0.3499, 0.3532, 0.5312, 0.3839, 0.2878, 0.3368, 0.2818, 0.3700, 0.3078, 0.3604, 0.3033, 0.3060, 0.3878, 0.0854, -0.5224, -0.5689, -0.2686, -0.3448, 0.2110, 0.3639, 0.2032, 0.3917, 0.1637, 0.2012, 0.1546, 0.2855, 0.3072, -0.6612], "homo_energy_ev": [-5.92, -6.00], "de_lowest_ev": 1.819, "gap_ev": [5.49, 5.56], "multiplicity": 3}


The electronic energy results, record by record, are as follows: -77774.659; -70493.176; -209595.579 eV.